Here is a structure of composition C25H38CoN4O2Sb2 from the Open Molecules 2025 dataset. Energies are from ωB97M-V with the def2-TZVPD basis set.

CARTESIAN COORDINATES (ANGSTROEM)
1 Co 0.935 -1.025 -0.184
2 C -4.293 1.283 -2.321
3 Sb -2.756 0.476 -1.071
4 C -1.883 2.380 -0.559
5 C -4.054 0.205 0.659
6 C -3.439 0.510 1.985
7 C -3.537 1.810 2.485
8 C -3.029 2.157 3.724
9 C -2.428 1.188 4.516
10 C -2.334 -0.110 4.045
11 C -2.807 -0.467 2.781
12 C -2.627 -1.893 2.345
13 Sb -0.690 -2.293 1.494
14 C 0.442 -2.138 3.297
15 C -0.818 -4.403 1.306
16 H -4.695 2.176 -1.846
17 H -5.086 0.551 -2.451
18 H -3.891 1.541 -3.298
19 H -1.967 2.567 0.509
20 H -2.406 3.170 -1.094
21 H -0.832 2.405 -0.842
22 H -4.400 -0.823 0.595
23 H -4.908 0.852 0.466
24 H -4.055 2.555 1.895
25 H -3.141 3.169 4.088
26 H -2.070 1.432 5.506
27 H -1.916 -0.876 4.684
28 H -3.382 -2.252 1.652
29 H -2.613 -2.562 3.205
30 H 0.361 -3.073 3.847
31 H 0.045 -1.327 3.902
32 H 1.488 -1.933 3.081
33 H -0.993 -4.813 2.300
34 H 0.103 -4.807 0.896
35 H -1.647 -4.666 0.654
36 C 4.130 -3.450 1.478
37 C 3.508 -2.236 0.870
38 O 2.371 -2.323 0.357
39 N 4.183 -1.090 0.910
40 C 3.734 0.158 0.298
41 C 2.743 0.918 1.147
42 C 3.135 1.954 1.975
43 C 2.182 2.602 2.748
44 C 0.862 2.191 2.673
45 C 0.544 1.150 1.823
46 N 1.460 0.527 1.071
47 H 4.050 -4.273 0.770
48 H 3.561 -3.723 2.367
49 H 5.171 -3.301 1.751
50 H 5.082 -1.096 1.369
51 H 3.303 -0.069 -0.684
52 H 4.618 0.769 0.121
53 H 4.173 2.254 2.010
54 H 2.469 3.417 3.397
55 H 0.086 2.662 3.257
56 H -0.478 0.795 1.741
57 N 0.918 -0.478 -2.065
58 C 0.851 -0.132 -3.172
59 N 0.746 0.265 -4.390
60 C 0.326 1.640 -4.735
61 C 1.352 2.222 -5.697
62 O 1.514 1.380 -6.813
63 C 2.029 0.120 -6.447
64 C 1.051 -0.612 -5.541
65 H 0.244 2.228 -3.821
66 H -0.653 1.576 -5.214
67 H 2.313 2.368 -5.186
68 H 1.003 3.184 -6.069
69 H 2.999 0.237 -5.945
70 H 2.176 -0.445 -7.367
71 H 1.458 -1.554 -5.175
72 H 0.112 -0.804 -6.066

Its spin multiplicity is 4. As for the HOMO-LUMO gap (spin up / spin down): 0.2786 / 0.2477 Eh. The relative energy (zero: lowest compared OMol25 entry of this formula, charge and spin) is 56.57 kJ/mol. As for the total charge: +2.

Atom charges from the Löwdin analysis, given in e for atoms 1 to 8: number 1, Co, carries 0.520; number 2, C, carries -0.341; number 3, Sb, carries 1.260; number 4, C, carries -0.330; number 5, C, carries -0.330; number 6, C, carries -0.291; number 7, C, carries -0.059; number 8, C, carries -0.072

Here is a cluster of 7 separate species, C25H38IN7O8S in total at a distorted geometry from the Open Molecules 2025 dataset. Energies are from ωB97M-V with the def2-TZVPD basis set.

CARTESIAN COORDINATES (ANGSTROEM)
1 H 2.215 1.014 0.217
2 N 2.034 1.938 -0.181
3 C 1.339 1.835 -1.240
4 C 0.812 0.568 -1.869
5 C -0.316 -0.138 -1.105
6 C 0.285 -1.175 -0.114
7 C 0.544 -2.556 -0.725
8 C 1.576 -3.390 0.083
9 C 1.625 -3.093 1.562
10 O 2.606 -3.995 2.161
11 C 2.995 -3.505 3.350
12 O 4.096 -3.091 3.567
13 O -1.002 -0.927 -2.180
14 S -2.466 -1.291 -1.750
15 O -3.410 -0.959 -2.757
16 O -2.563 -2.606 -1.209
17 O -2.570 -0.236 -0.532
18 C -1.495 0.669 -0.569
19 I -2.108 2.147 -2.153
20 C -1.323 1.512 0.686
21 C -1.826 0.845 1.992
22 C -2.499 1.917 2.878
23 C -1.572 3.047 3.216
24 O -1.387 4.007 2.513
25 O -0.924 2.907 4.400
26 H 1.116 2.761 -1.766
27 H 1.613 -0.156 -2.021
28 H 0.435 0.842 -2.852
29 H 1.265 -0.788 0.166
30 H -0.313 -1.267 0.795
31 H -0.382 -3.121 -0.758
32 H 0.963 -2.454 -1.724
33 H 2.560 -3.136 -0.323
34 H 1.433 -4.454 -0.092
35 H 0.639 -3.228 2.012
36 H 1.980 -2.086 1.774
37 H 2.264 -3.520 4.173
38 H -0.296 1.837 0.807
39 H -1.911 2.414 0.558
40 H -1.005 0.446 2.586
41 H -2.606 0.107 1.825
42 H -2.881 1.476 3.796
43 H -3.341 2.360 2.347
44 H -0.763 3.802 4.729
45 C 1.132 1.186 -7.043
46 C 1.313 1.428 -5.623
47 N 1.457 1.618 -4.501
48 H 0.837 0.153 -7.222
49 H 0.364 1.846 -7.440
50 H 2.056 1.380 -7.583
51 C -0.308 -4.229 5.735
52 C -0.993 -3.614 4.609
53 N -1.529 -3.152 3.706
54 H 0.391 -3.540 6.207
55 H -1.023 -4.551 6.489
56 H 0.253 -5.104 5.407
57 C 5.119 -6.491 5.190
58 C 3.834 -7.069 5.549
59 N 2.816 -7.521 5.821
60 H 5.513 -6.939 4.279
61 H 5.021 -5.420 5.015
62 H 5.859 -6.636 5.975
63 C 0.013 5.365 -4.147
64 C 0.311 4.898 -5.490
65 N 0.535 4.535 -6.555
66 H -0.445 4.578 -3.547
67 H 0.918 5.688 -3.634
68 H -0.673 6.210 -4.168
69 C -4.899 -3.596 0.868
70 C -4.478 -2.500 1.725
71 N -4.140 -1.639 2.403
72 H -5.957 -3.810 1.012
73 H -4.733 -3.348 -0.178
74 H -4.331 -4.496 1.096
75 C 0.329 9.728 -5.410
76 C -0.495 9.288 -4.293
77 N -1.143 8.938 -3.414
78 H 0.077 9.176 -6.314
79 H 0.178 10.788 -5.604
80 H 1.384 9.567 -5.195

As for the HOMO-LUMO gap: 0.3502 Eh. As for the structure (SMILES): [H]/N=C\C[C@]1(CCCCOC=O)OS(=O)(=O)O[C@@]1(I)CCCC(=O)O.CC#N.CC#N.CC#N.CC#N.CC#N.CC#N. As for the total charge: 0.

Atom charges from the Löwdin analysis, given in e for atoms 1 to 8: number 1, H, carries 0.039; number 2, N, carries 0.113; number 3, C, carries -0.251; number 4, C, carries -0.165; number 5, C, carries -0.402; number 6, C, carries -0.097; number 7, C, carries -0.154; number 8, C, carries -0.145

Here is a cluster of 5 separate species, C25H38N5O5 in total at a distorted geometry from the Open Molecules 2025 dataset. Energies are from ωB97M-V with the def2-TZVPD basis set.

CARTESIAN COORDINATES (ANGSTROEM)
1 C -3.696 0.533 -4.170
2 C -3.021 1.570 -5.139
3 C -1.823 2.219 -4.377
4 C -0.571 1.296 -4.250
5 N 0.677 1.982 -3.873
6 C 0.449 2.934 -2.856
7 C 0.352 4.279 -3.028
8 C 0.463 5.079 -4.335
9 O 1.460 4.806 -5.051
10 O -0.407 5.911 -4.686
11 C 0.053 4.769 -1.600
12 O -0.541 5.782 -1.384
13 O 0.536 3.809 -0.706
14 C 0.237 2.602 -1.372
15 O -0.113 1.585 -0.851
16 H -4.707 0.244 -4.533
17 H -3.826 0.949 -3.147
18 H -3.089 -0.392 -4.104
19 H -3.770 2.376 -5.285
20 H -2.721 1.104 -6.101
21 H -2.215 2.570 -3.398
22 H -1.538 3.150 -4.924
23 H -0.472 0.761 -5.220
24 H -0.818 0.506 -3.503
25 H 1.157 2.394 -4.670
26 C -3.098 -0.347 2.825
27 C -2.299 0.849 2.314
28 C -3.174 2.079 2.052
29 C -4.196 1.771 1.028
30 N -4.991 1.526 0.232
31 H -3.819 -0.655 2.106
32 H -2.436 -1.166 3.021
33 H -3.622 -0.096 3.762
34 H -1.780 0.562 1.393
35 H -1.528 1.104 3.038
36 H -2.561 2.910 1.699
37 H -3.676 2.393 2.969
38 C 2.973 -1.735 3.718
39 C 2.076 -1.540 2.501
40 C 1.732 -0.070 2.245
41 C 1.009 0.488 3.418
42 N 0.466 0.917 4.344
43 H 2.484 -1.403 4.636
44 H 3.217 -2.791 3.845
45 H 3.908 -1.182 3.607
46 H 1.158 -2.116 2.640
47 H 2.579 -1.946 1.620
48 H 1.103 0.020 1.358
49 H 2.638 0.514 2.076
50 C -5.602 -4.453 -0.092
51 C -4.170 -4.925 -0.318
52 C -3.301 -4.810 0.939
53 C -3.224 -3.402 1.379
54 N -3.169 -2.299 1.720
55 H -5.640 -3.396 0.174
56 H -6.191 -4.579 -1.002
57 H -6.083 -5.026 0.705
58 H -3.726 -4.340 -1.127
59 H -4.184 -5.967 -0.645
60 H -2.291 -5.170 0.733
61 H -3.716 -5.414 1.749
62 C 8.984 -0.887 2.123
63 C 7.761 0.020 2.034
64 C 6.491 -0.638 2.580
65 C 6.175 -1.859 1.810
66 N 5.938 -2.809 1.204
67 H 8.859 -1.789 1.521
68 H 9.869 -0.368 1.751
69 H 9.176 -1.186 3.156
70 H 7.607 0.308 0.992
71 H 7.955 0.936 2.595
72 H 5.649 0.052 2.508
73 H 6.619 -0.906 3.631

As for the HOMO-LUMO gap: 0.2491 Eh. As for the total charge: -1.

Atom charges from the Löwdin analysis, given in e for atoms 1 to 8: number 1, C, carries -0.128; number 2, C, carries -0.246; number 3, C, carries -0.205; number 4, C, carries -0.200; number 5, N, carries 0.031; number 6, C, carries -0.157; number 7, C, carries 0.051; number 8, C, carries -0.683

Here is a structure of composition C25H38NORu at a distorted geometry from the Open Molecules 2025 dataset. Energies are from ωB97M-V with the def2-TZVPD basis set.

CARTESIAN COORDINATES (ANGSTROEM)
1 C -1.086 -1.280 1.745
2 C -1.425 -1.931 0.501
3 C -2.419 -1.132 -0.157
4 C -2.695 0.022 0.663
5 C -1.886 -0.082 1.844
6 Ru -0.315 0.072 0.019
7 C 0.228 2.513 -0.770
8 C 1.116 1.946 0.150
9 H 2.115 1.674 -0.211
10 C 0.693 1.497 1.452
11 H -0.026 2.121 1.996
12 H 1.461 1.053 2.096
13 C 0.727 2.854 -2.155
14 H 1.570 2.209 -2.448
15 H -0.068 2.738 -2.909
16 H 1.063 3.911 -2.178
17 C -1.027 3.246 -0.341
18 H -1.367 2.968 0.669
19 H -0.826 4.337 -0.343
20 H -1.857 3.075 -1.047
21 C -0.907 -3.258 0.019
22 H 0.136 -3.422 0.333
23 H -1.521 -4.085 0.420
24 H -0.937 -3.314 -1.082
25 C -3.181 -1.555 -1.379
26 H -2.523 -2.017 -2.131
27 H -3.948 -2.298 -1.085
28 H -3.692 -0.708 -1.859
29 C -3.782 1.032 0.423
30 H -3.916 1.240 -0.651
31 H -4.752 0.662 0.809
32 H -3.570 1.988 0.929
33 C -1.997 0.803 3.053
34 H -2.195 1.853 2.779
35 H -2.839 0.465 3.686
36 H -1.083 0.774 3.666
37 C -0.146 -1.819 2.788
38 H 0.258 -1.010 3.419
39 H -0.664 -2.539 3.451
40 H 0.707 -2.339 2.324
41 C -0.663 0.100 -2.158
42 C 0.267 -0.512 -3.035
43 C -1.830 0.626 -2.762
44 C 0.043 -0.592 -4.420
45 H 1.193 -0.936 -2.633
46 C -2.066 0.554 -4.143
47 H -2.592 1.109 -2.136
48 C -1.125 -0.060 -4.983
49 H 0.790 -1.073 -5.063
50 H -2.987 0.976 -4.563
51 H -1.302 -0.121 -6.063
52 C 4.896 -0.876 2.330
53 N 3.816 -0.318 1.503
54 C 4.016 1.077 1.125
55 C 2.723 -1.138 1.147
56 C 2.911 -2.628 1.405
57 O 1.591 -0.732 0.731
58 H 5.686 -0.138 2.590
59 H 5.404 -1.720 1.831
60 H 4.480 -1.199 3.311
61 H 4.090 1.144 0.021
62 H 3.308 1.771 1.590
63 H 4.988 1.485 1.471
64 H 3.025 -2.811 2.498
65 H 2.096 -3.256 1.033
66 H 3.816 -2.995 0.886

Its spin multiplicity is 5. As for the HOMO-LUMO gap (spin up / spin down): 0.2034 / 0.2511 Eh. As for the total charge: +1.

Atom charges from the Löwdin analysis, given in e for atoms 1 to 8: number 1, C, carries -0.281; number 2, C, carries -0.279; number 3, C, carries -0.281; number 4, C, carries -0.248; number 5, C, carries -0.281; number 6, Ru, carries 1.414; number 7, C, carries -0.330; number 8, C, carries -0.209

Here is a structure of composition C25H38P2Ti at a distorted geometry from the Open Molecules 2025 dataset. Energies are from ωB97M-V with the def2-TZVPD basis set.

CARTESIAN COORDINATES (ANGSTROEM)
1 P -1.177 -3.215 -1.694
2 P -0.491 -0.342 -1.893
3 C -1.186 -2.505 -3.431
4 C -0.052 -1.485 -3.432
5 H -2.182 -2.033 -3.660
6 H -1.025 -3.307 -4.180
7 H 0.954 -1.895 -3.221
8 H -0.055 -0.884 -4.352
9 C -1.856 0.644 -2.816
10 H -1.618 1.718 -2.677
11 H -2.904 0.482 -2.503
12 H -1.667 0.406 -3.883
13 C 0.621 0.969 -2.693
14 H 0.300 1.143 -3.730
15 H 1.702 0.768 -2.724
16 H 0.459 1.904 -2.153
17 C -2.489 -4.478 -1.790
18 H -2.060 -5.432 -2.131
19 H -3.228 -4.110 -2.510
20 H -2.967 -4.592 -0.810
21 C 0.390 -4.197 -1.881
22 H 1.272 -3.541 -1.897
23 H 0.305 -4.759 -2.824
24 H 0.491 -4.886 -1.038
25 Ti -1.391 -1.599 -0.214
26 C 1.016 4.206 -0.561
27 C 0.047 3.308 -0.389
28 C 0.145 2.143 0.470
29 C 1.540 1.353 0.443
30 C 2.561 1.568 -0.593
31 C 3.396 2.560 -0.930
32 C 3.449 4.028 -0.547
33 C 2.181 4.415 0.301
34 C -0.758 -3.379 1.022
35 H 0.956 4.935 -1.374
36 H -0.911 3.514 -0.867
37 H -0.734 1.496 0.223
38 H -0.006 2.370 1.534
39 H 1.935 1.329 1.471
40 H 1.175 0.320 0.313
41 H 2.781 0.617 -1.107
42 H 4.169 2.264 -1.667
43 H 3.442 4.582 -1.510
44 H 4.419 4.241 -0.022
45 H 2.172 3.815 1.228
46 H 2.296 5.506 0.491
47 H -0.728 -2.945 2.018
48 H 0.180 -3.920 0.850
49 H -1.574 -4.096 1.000
50 C 1.361 0.855 4.507
51 C 1.722 -0.053 3.494
52 C 0.749 -0.752 2.788
53 C -0.636 -0.479 2.971
54 C -1.677 -0.841 2.078
55 C -2.998 -0.808 2.475
56 C -3.346 -0.108 3.664
57 C -2.379 0.512 4.418
58 C -1.006 0.353 4.106
59 C 0.018 1.035 4.802
60 H 2.147 1.390 5.051
61 H 2.777 -0.190 3.229
62 H 1.051 -1.505 2.048
63 H -3.788 -1.288 1.897
64 H -4.388 -0.008 3.957
65 H -2.636 1.144 5.271
66 H -0.268 1.738 5.584

As for the HOMO-LUMO gap (spin up / spin down): 0.1684 / 0.1745 Eh. The relative energy (zero: lowest compared OMol25 entry of this formula, charge and spin) is 161.62 kJ/mol. As for the total charge: +2.

Atom charges from the Löwdin analysis, given in e for atoms 1 to 8: number 1, P, carries 0.724; number 2, P, carries 0.877; number 3, C, carries -0.382; number 4, C, carries -0.351; number 5, H, carries 0.101; number 6, H, carries 0.112; number 7, H, carries 0.086; number 8, H, carries 0.097

Here is an isolated molecule of C25H39BrClF3N2O3 at a distorted geometry from the Open Molecules 2025 dataset. Energies are from ωB97M-V with the def2-TZVPD basis set.

CARTESIAN COORDINATES (ANGSTROEM)
1 C 3.871 -4.056 -1.412
2 C 3.854 -3.419 -0.379
3 C 3.556 -2.845 0.964
4 C 2.242 -1.985 1.047
5 C 1.481 -1.873 -0.308
6 C 0.117 -1.118 -0.207
7 C -0.959 -2.253 -0.330
8 C -1.003 -3.261 0.856
9 C -2.491 -3.556 1.297
10 C -0.420 -4.670 0.486
11 O -0.004 -0.550 1.116
12 C -0.871 0.555 1.142
13 Br -2.533 -0.268 1.989
14 C -0.364 1.424 2.339
15 C 1.159 1.643 2.419
16 C 1.569 2.271 3.765
17 F 1.557 3.618 3.724
18 F 0.885 1.806 4.816
19 F 2.876 1.948 4.006
20 C -1.030 1.163 -0.329
21 C -2.505 1.044 -0.829
22 N -3.376 2.027 -0.165
23 C -4.755 1.544 0.024
24 C -0.594 2.628 -0.162
25 C -0.859 3.465 -1.499
26 C -0.604 5.024 -1.357
27 O 0.274 4.072 -2.080
28 C -0.079 0.169 -1.100
29 C 1.252 0.849 -1.580
30 N 2.206 1.088 -0.470
31 C 3.038 2.287 -0.759
32 C -0.599 -0.461 -2.451
33 C -0.453 0.427 -3.691
34 O -0.923 1.501 -3.863
35 Cl 0.511 -0.289 -5.072
36 H 3.918 -4.737 -2.242
37 H 3.508 -3.623 1.741
38 H 4.420 -2.214 1.243
39 H 1.613 -2.382 1.852
40 H 2.555 -0.957 1.294
41 H 2.198 -1.465 -1.037
42 H 1.286 -2.907 -0.635
43 H -1.986 -1.866 -0.470
44 H -0.760 -2.839 -1.248
45 H -0.462 -2.940 1.756
46 H -2.801 -4.472 0.755
47 H -3.190 -2.770 0.993
48 H -2.512 -3.779 2.373
49 H -0.748 -5.004 -0.513
50 H 0.682 -4.701 0.536
51 H -0.834 -5.380 1.224
52 H -0.616 0.838 3.237
53 H -0.932 2.359 2.475
54 H 1.736 0.711 2.361
55 H 1.579 2.309 1.657
56 H -2.527 1.256 -1.920
57 H -2.876 0.010 -0.755
58 H -3.454 2.824 -0.793
59 H -5.262 2.277 0.681
60 H -5.345 1.541 -0.916
61 H -4.784 0.580 0.545
62 H 0.482 2.802 -0.058
63 H -1.226 3.186 0.536
64 H -1.690 3.150 -2.149
65 H -1.497 5.337 -1.900
66 H -0.437 5.075 -0.281
67 H 1.074 1.827 -2.049
68 H 1.783 0.180 -2.289
69 H 2.872 0.325 -0.410
70 H 3.884 2.300 -0.048
71 H 3.481 2.164 -1.766
72 H 2.449 3.210 -0.659
73 H -1.637 -0.824 -2.438
74 H 0.028 -1.350 -2.634

As for the HOMO-LUMO gap: 0.3572 Eh. As for the structure (SMILES): C#CCCC[C@@]1(CC(C)C)O[C@@](Br)(CCC(F)(F)F)[C@@](CNC)(C[C@H]2CO2)[C@]1(CNC)CC(=O)Cl. As for the total charge: 0.

Atom charges from the Löwdin analysis, given in e for atoms 1 to 8: number 1, C, carries 0.105; number 2, C, carries -0.147; number 3, C, carries -0.179; number 4, C, carries -0.153; number 5, C, carries -0.104; number 6, C, carries -0.318; number 7, C, carries -0.113; number 8, C, carries -0.373